No. 1
The following is a DFT calculation (the ωB97M-V functional and the def2-TZVPD basis) of C4H8N2 in the gas phase in a non-equilibrium geometry.

```
14
Properties=species:S:1:pos:R:3:lowdin_charge:R:1
C 0.6358 1.8453 0.6389 0.0146
C -0.1958 0.9287 0.0624 -0.1547
C 0.0367 -0.4849 -0.1398 -0.4021
C 1.3307 -0.9787 0.3500 -0.1038
N -0.7886 -1.2511 -0.8717 0.0056
N -2.0322 -0.7294 -1.1323 -0.0214
H 0.3485 2.8793 0.6693 0.0378
H 1.6851 1.5995 1.0543 0.0802
H -1.0781 1.4347 -0.3772 0.0948
H 2.2986 -0.3747 0.1824 0.0915
H 1.6031 -1.9919 -0.0709 0.0804
H 1.2161 -1.1940 1.5271 0.1265
H -2.5784 -1.4760 -1.5061 0.0687
H -2.4814 -0.2067 -0.3863 0.0819
```

As for the total charge: 0. Its maximum force is 0.0743 Eh/bohr. The multiplicity is 1. As for the HOMO energy: -8.1 eV. As for the SMILES: C=C/C(C)=N\N. Its gap between HOMO and LUMO is 8.62 eV. Its relative energy (zero: lowest compared OMol25 entry of this formula, charge and spin) is 53.7 kcal per mole. For the molecular weight, the calculation gives 84.12 g/mol. The value obtained for the LUMO energy is 0.019 hartree. The total energy is -266.63638 a.u.

No. 2
The following is a DFT calculation (the ωB97M-V functional and the def2-TZVPD basis) of 2 unconnected molecules or ions with the total composition C3H9N2O3.

```
17
Properties=species:S:1:pos:R:3:lowdin_charge:R:1
C 1.5600 0.7721 -0.0626 -0.3165
O 0.7298 1.8859 0.1664 -0.1437
C 1.3876 -0.2861 1.0213 -0.2907
N 1.9038 -1.5715 0.5378 -0.0209
H 1.3261 0.3199 -1.0294 0.1025
H 2.5930 1.1317 -0.0838 0.1000
H 1.9433 0.0058 1.9166 0.0998
H 0.3204 -0.3278 1.2627 0.0975
H 1.9424 -2.2541 1.2774 0.0391
H 1.2444 -1.9191 -0.1503 0.0471
N -1.8322 1.0564 -0.4910 0.0295
C -1.9872 -0.2242 -0.8142 -0.7618
O -3.3065 -0.6599 -1.0795 -0.0205
O -1.1335 -1.1012 -0.8838 -0.0354
H -2.6052 1.5918 -0.8691 0.0074
H -0.2021 1.6165 -0.0813 0.0109
H -3.8841 -0.0362 -0.6374 0.0556
```

As for the total charge: -1. Its maximum force is 0.0100 Eh/bohr. The multiplicity is 1. As for the HOMO energy: -4.2 eV. Its gap between HOMO and LUMO is 8.16 eV. Its relative energy (zero: lowest compared OMol25 entry of this formula, charge and spin) is 20.0 kcal per mole. For the molecular weight, the calculation gives 121.12 g/mol. The value obtained for the LUMO energy is 0.144 hartree. The total energy is -455.00279 a.u.

No. 3
The following is a DFT calculation (the ωB97M-V functional and the def2-TZVPD basis) of a molecular structure, C21H25IrOTe in a non-equilibrium geometry.

```
49
Properties=species:S:1:pos:R:3:mulliken_spin:R:1
Ir 0.3565 -0.3161 -0.8221 0.4430
C 1.3746 -2.0193 0.2245 0.0818
C 0.2349 -2.0117 1.0815 -0.0006
C -0.9169 -2.1106 0.2912 0.1298
H 0.2843 -1.9641 2.1630 0.0154
C -0.5448 -2.1708 -1.0860 0.0212
C 0.9310 -2.2473 -1.1275 0.0452
H 1.5469 -2.4520 -1.9947 -0.0031
H 2.4227 -1.9752 0.5309 0.0327
H -1.9395 -2.1949 0.6518 0.0565
H -1.1913 -2.2966 -1.9460 -0.0003
C 1.1441 1.7937 -1.4421 0.1671
C 1.6130 0.7363 -2.2689 0.0957
C 0.4691 0.0643 -2.8336 0.0379
H 2.6625 0.4934 -2.4705 0.0091
C -0.7122 0.7032 -2.2855 0.0072
C -0.2792 1.7538 -1.4346 0.1666
H -0.9148 2.4165 -0.8438 0.0091
H 1.7708 2.5078 -0.9135 -0.0137
H 0.4899 -0.7440 -3.5542 -0.0021
H -1.7260 0.4113 -2.5204 -0.0119
O -0.8327 0.5854 2.6094 0.2235
C -4.7704 0.4834 -0.4703 0.4084
C -4.1989 0.4182 0.9033 -0.1387
C -4.3908 -0.7989 -1.1346 -0.0697
C -4.4045 1.8208 -0.9546 0.0256
C -2.0252 0.5282 2.2943 0.4130
H -4.4075 -0.5887 1.4043 -0.0107
H -4.5196 1.3502 1.5055 -0.0107
H -2.7833 1.3803 2.6660 0.0813
H -2.5697 -0.5218 2.4208 -0.0120
H -5.0733 -1.1755 -1.8447 -0.0012
H -4.1607 -1.5226 -0.3028 0.0100
H -3.4719 -0.4589 -1.5714 0.0657
H -5.1968 2.4274 -1.3049 0.0162
H -3.6611 1.5429 -1.6647 0.0124
H -3.8713 2.3083 -0.0868 -0.0115
Te 1.2801 1.3445 1.8550 1.7217
C 3.2355 0.6198 1.5945 -0.0210
C 4.0350 1.4163 0.7573 0.3315
C 5.3884 1.0348 0.6585 0.2540
C 5.8279 -0.0866 1.3704 -0.1249
C 5.0098 -0.8403 2.2207 0.4032
C 3.6574 -0.4812 2.3519 0.0641
H 3.5978 2.2650 0.2437 0.0200
H 6.0397 1.6424 0.0346 0.0386
H 6.8838 -0.3888 1.2599 0.0014
H 5.3679 -1.6922 2.7964 0.0553
H 2.9389 -0.9897 2.9889 -0.0320
```

As for the total charge: -1. Its maximum force is 0.1319 Eh/bohr. The multiplicity is 6. As for the HOMO energy (alpha / beta): -0.3 / -4.9 eV. Its gap between HOMO and LUMO (alpha / beta) is 2.60 / 6.21 eV. For the molecular weight, the calculation gives 613.25 g/mol. Its expectation value of S² is 8.837. The value obtained for the LUMO energy (alpha / beta) is 0.084 / 0.047 hartree. The total energy is -1262.33885 a.u.

No. 4
The following is a DFT calculation (the ωB97M-V functional and the def2-TZVPD basis) of 4 unconnected molecules or ions with the total composition C27H64O14PS.

```
107
Properties=species:S:1:pos:R:3:lowdin_charge:R:1
C -1.3632 2.6031 1.1711 -0.0465
C -2.7635 3.0902 0.8612 -0.2550
O -2.6821 4.3926 0.2293 -0.1932
P -3.7275 4.9777 -0.7944 0.4556
O -4.0085 6.4075 -0.6570 -0.2322
C -5.3018 4.0559 -0.5794 -0.2393
C -6.4115 5.0149 -1.0144 -0.3802
S -8.0273 4.3903 -0.5001 1.2140
C -8.6549 3.4687 -1.9393 -0.3468
C -9.0329 2.0269 -1.5756 -0.1099
C -9.0327 5.8678 -0.4393 -0.3825
O -9.0131 6.4525 -1.7037 -0.1799
O -9.6124 7.7490 -1.4771 0.0257
O -3.2385 4.5502 -2.2377 -0.1988
C -2.0603 3.7514 -2.5067 -0.2328
C -0.7914 4.5872 -2.4486 -0.0544
H -0.6977 2.8762 0.3515 0.0738
H -1.3657 1.5145 1.2407 0.0830
H -0.9898 3.0291 2.0996 0.0850
H -3.3467 3.2206 1.7740 0.1224
H -3.2785 2.3861 0.2024 0.1098
H -5.4138 3.7758 0.4710 0.0939
H -5.3024 3.1383 -1.1704 0.1014
H -6.2792 5.9988 -0.5607 0.0984
H -6.4387 5.1453 -2.0958 0.1103
H -7.8350 3.5045 -2.6551 0.0957
H -9.4928 4.0440 -2.3296 0.0987
H -8.5961 1.3378 -2.2960 0.0854
H -8.6836 1.7442 -0.5828 0.0702
H -10.1127 1.8920 -1.5934 0.0843
H -8.5840 6.5119 0.3233 0.1245
H -10.0324 5.5587 -0.1149 0.1243
H -9.4562 8.1581 -2.3482 0.1299
H -2.0289 2.9057 -1.8165 0.1009
H -2.2224 3.3506 -3.5050 0.1202
H -0.0879 4.2574 -3.2129 0.0827
H -0.3030 4.5241 -1.4767 0.0689
H -1.0395 5.6328 -2.6296 0.0908
C 0.1642 -4.9184 -0.5019 -0.0988
O 0.6725 -3.6414 -0.8199 -0.2140
C -0.3315 -2.6563 -0.9296 -0.2092
C 0.2719 -1.2805 -0.7401 -0.1869
O 0.5702 -0.9443 0.6037 -0.1362
C 1.7217 -1.5372 1.1948 -0.1719
C 3.0411 -0.9638 0.7286 -0.2112
O 3.4175 -1.4761 -0.5343 -0.2008
C 4.4168 -0.6926 -1.1528 -0.0941
H -0.5122 -5.2892 -1.2804 0.0943
H 1.0109 -5.5962 -0.4177 0.0755
H -0.3712 -4.9027 0.4544 0.0907
H -1.1213 -2.8266 -0.1870 0.1275
H -0.7856 -2.6971 -1.9311 0.1289
H -0.4761 -0.5477 -1.0567 0.1181
H 1.1505 -1.1703 -1.3813 0.1221
H 1.7131 -2.6219 1.0778 0.1257
H 1.6258 -1.3100 2.2591 0.1205
H 3.8086 -1.2283 1.4701 0.1242
H 2.9699 0.1316 0.6881 0.1264
H 4.0715 0.3366 -1.3092 0.0908
H 4.6462 -1.1448 -2.1153 0.0742
H 5.3333 -0.6659 -0.5524 0.0935
C 2.1149 1.3125 4.5229 -0.1135
O 2.3601 0.1518 5.2775 -0.1928
C 3.6670 -0.3582 5.0811 -0.2045
C 4.0806 -1.2520 6.2274 -0.1845
O 4.4548 -0.5475 7.3964 -0.1210
C 3.4099 -0.0689 8.2265 -0.1842
C 2.7823 -1.1314 9.0985 -0.2101
O 1.8885 -1.9358 8.3512 -0.1979
C 1.6229 -3.1698 8.9772 -0.1129
H 2.1840 1.1103 3.4455 0.0775
H 1.1050 1.6470 4.7546 0.0860
H 2.8208 2.1127 4.7736 0.0915
H 4.3856 0.4656 4.9896 0.1299
H 3.6960 -0.9453 4.1508 0.1156
H 4.9828 -1.7814 5.9132 0.1299
H 3.3020 -1.9898 6.4348 0.1242
H 2.6416 0.4465 7.6451 0.1223
H 3.8865 0.6569 8.8884 0.1287
H 2.2386 -0.6389 9.9170 0.1286
H 3.5748 -1.7508 9.5368 0.1290
H 2.5433 -3.7454 9.1279 0.0892
H 0.9569 -3.7302 8.3242 0.0866
H 1.1340 -3.0325 9.9489 0.0884
C 3.4651 -6.0723 -2.5990 -0.1019
O 3.2729 -5.1567 -3.6492 -0.1842
C 3.1077 -3.8233 -3.1994 -0.1996
C 3.4908 -2.8479 -4.2882 -0.1846
O 4.8891 -2.6806 -4.4530 -0.1321
C 5.5791 -3.6839 -5.1808 -0.1811
C 5.4254 -3.5714 -6.6796 -0.2100
O 4.1647 -4.0592 -7.0977 -0.1945
C 3.8066 -3.6000 -8.3793 -0.1144
H 2.5921 -6.1198 -1.9371 0.0683
H 3.6203 -7.0526 -3.0457 0.0900
H 4.3437 -5.8113 -1.9973 0.0933
H 3.7227 -3.6391 -2.3104 0.1229
H 2.0616 -3.6437 -2.9215 0.1170
H 3.1273 -1.8629 -3.9815 0.1201
H 3.0030 -3.1138 -5.2290 0.1243
H 5.2969 -4.6839 -4.8444 0.1246
H 6.6344 -3.5260 -4.9492 0.1285
H 6.2243 -4.1552 -7.1582 0.1293
H 5.5431 -2.5213 -6.9766 0.1275
H 3.7675 -2.5046 -8.4130 0.0873
H 2.8191 -3.9982 -8.6042 0.0869
H 4.5107 -3.9472 -9.1447 0.0888
```

As for the total charge: +1. Its maximum force is 0.0064 Eh/bohr. The multiplicity is 1. As for the HOMO energy: -10.2 eV. Its gap between HOMO and LUMO is 7.48 eV. For the molecular weight, the calculation gives 675.84 g/mol. The value obtained for the LUMO energy is -0.100 hartree. The total energy is -2859.58582 a.u.